[1]
C3H10NOS2 | ωB97M-V/def2-TZVPD

## Properties
Frontier orbital gap = 6.4 eV
Net charge = -1
Energy relative to the best compared isomer or geometry (same formula, charge and spin) = 0.0 kcal per mole
E = -1046.73552 Ha

```
17
Properties=species:S:1:pos:R:3:forces:R:3:lowdin_charge:R:1
C 0.9651 -0.5737 1.9131 -0.108 -0.028 0.095 -0.198
C 0.2245 -1.8261 1.4707 0.159 -0.057 -0.291 -0.658
S 0.2530 -2.0804 -0.3426 -0.179 0.037 0.077 0.198
S -1.6622 -1.5047 -0.9329 0.126 -0.047 0.026 -0.159
H 0.5061 0.3141 1.4807 -0.029 0.025 -0.068 0.044
H 2.0082 -0.6088 1.6003 0.076 0.001 -0.002 0.056
H 0.9316 -0.4749 3.0029 0.060 0.015 0.045 0.056
H -0.8276 -1.7692 1.7326 -0.109 -0.067 0.076 0.030
H 0.6553 -2.7235 1.9268 -0.019 0.064 0.043 0.041
H -1.3371 0.6311 -0.3170 0.233 0.110 -0.059 -0.069
N -0.3718 1.4556 -2.5705 0.171 -0.050 -0.159 0.000
C 0.0790 1.6264 -1.2118 -0.045 0.038 0.127 -0.418
O -0.9263 1.5286 -0.2256 -0.334 0.028 0.093 -0.165
H -0.6417 0.4851 -2.6929 -0.120 -0.076 0.038 0.007
H -1.2049 2.0122 -2.7101 -0.097 0.053 -0.015 0.056
H 0.8493 0.8783 -1.0177 0.151 -0.022 -0.088 0.081
H 0.4994 2.6299 -1.1062 0.064 -0.024 0.061 0.098
```
Forces are in eV/Å.


[2]
C47H106N3O7 | ωB97M-V/def2-TZVPD

## Properties
Frontier orbital gap = 7.5 eV
Net charge = +1
E = -2544.53798 Ha

```
163
Properties=species:S:1:pos:R:3:forces:R:3:lowdin_charge:R:1
C -3.5233 -3.0817 -4.5157 0.980 0.055 0.455 -0.140
C -2.4144 -2.0339 -5.1319 -0.700 0.766 -0.493 -0.249
C -1.8104 -0.9835 -4.0074 -0.756 -0.088 -0.661 -0.216
C -1.7434 -1.5919 -2.4847 -0.139 0.249 -0.508 -0.203
C -3.1046 -1.0963 -1.6834 0.452 0.360 1.632 -0.192
C -2.7553 -0.9378 -0.0556 0.376 0.306 -0.516 -0.216
C -3.2755 0.5185 0.4938 -0.164 0.098 -0.819 -0.215
C -2.6916 0.9561 1.9618 -0.372 -0.349 0.138 -0.207
C -1.8760 -0.2541 2.7532 -0.209 0.754 0.369 -0.233
C -1.3619 0.3328 4.1954 -0.578 -0.797 -0.094 -0.214
C -0.4299 -0.7537 5.0595 -0.568 1.003 1.116 -0.199
C 1.1148 -0.2251 5.2287 -0.069 -0.170 -0.452 -0.214
C 2.2057 -1.3839 5.6227 1.199 0.661 0.818 -0.192
C 3.5363 -1.2951 4.6136 -0.801 0.168 0.698 -0.219
C 4.5445 -2.5815 4.7547 0.055 -0.039 1.107 -0.166
C 5.7796 -2.6031 3.6590 -0.284 -1.048 0.995 -0.138
N 5.5836 -1.4508 2.6976 -0.944 -0.088 -4.327 0.088
C 5.1116 -1.6041 1.3893 1.133 -1.446 -0.072 -0.093
N 4.7660 -2.9516 0.7897 2.101 3.217 0.145 0.093
C 4.2319 -2.7053 -0.6079 -1.256 -0.767 -0.967 -0.293
C 5.1125 -3.2104 -1.8956 0.049 0.070 0.046 -0.059
C 3.7950 -1.1054 -0.5058 -0.197 -1.209 -1.520 -0.190
C 2.2569 -1.2262 0.0659 0.063 0.816 -0.253 -0.083
C 1.4486 0.2015 0.1611 -0.845 0.181 1.727 -0.360
C 2.0421 1.2116 1.3547 -0.018 -1.177 -0.483 -0.051
O 1.3198 0.9102 -1.1252 -0.669 -0.210 1.696 -0.104
N 4.8798 -0.5059 0.3681 -0.282 -2.083 2.464 -0.018
C 6.1937 -0.1601 -0.3264 1.869 -0.794 -0.103 -0.143
O 7.1644 0.4575 0.6339 -2.774 -0.192 -0.883 -0.199
C 6.7847 1.8528 0.9293 0.971 1.203 -0.364 -0.209
C 7.3664 2.7650 -0.3281 -0.238 0.419 0.072 -0.212
C 6.0499 3.3801 -1.1002 -0.086 -0.271 0.819 -0.140
H -4.2608 -2.4317 -3.8549 1.381 -1.646 -1.463 0.060
H -4.0911 -3.6995 -5.3329 1.058 1.437 1.499 0.079
H -2.9514 -3.8739 -3.8315 -1.445 1.726 -1.331 0.077
H -3.0083 -1.3533 -5.9116 1.454 -1.491 1.509 0.105
H -1.5265 -2.5488 -5.7057 -1.867 0.744 1.198 0.104
H -2.5553 -0.0590 -3.9982 1.644 -1.886 0.071 0.101
H -0.7883 -0.5713 -4.4191 -1.859 -0.923 1.032 0.105
H -1.6526 -2.7811 -2.4483 -0.293 2.616 -0.239 0.114
H -0.7414 -1.1921 -2.0044 -2.204 -0.544 -0.604 0.087
H -3.4688 -0.0110 -2.0171 0.876 -2.482 0.372 0.111
H -4.0056 -1.8380 -1.7700 1.819 1.367 -0.141 0.101
H -3.1297 -1.8617 0.5767 0.585 1.998 -1.250 0.118
H -1.5862 -0.9384 0.0094 -2.125 -0.045 0.010 0.066
H -2.9028 1.3269 -0.3017 -0.794 -1.767 1.652 0.113
H -4.4660 0.5738 0.4346 2.599 -0.191 0.282 0.119
H -2.0184 1.9234 1.7918 -1.341 -2.120 0.694 0.111
H -3.6179 1.2322 2.6618 2.168 -0.382 -1.481 0.122
H -0.9500 -0.6598 2.1604 -1.783 0.806 1.002 0.087
H -2.6322 -1.1400 2.9166 1.581 1.665 -0.271 0.123
H -2.3354 0.5644 4.8380 2.166 -0.281 -1.386 0.120
H -0.7847 1.3286 3.9841 -0.988 -1.835 0.592 0.107
H -0.5148 -1.8514 4.6476 0.308 2.233 0.598 0.114
H -0.9125 -0.7490 6.1514 1.124 -0.316 -2.328 0.113
H 1.4331 0.2548 4.2056 -0.557 -0.855 1.890 0.077
H 1.1622 0.6309 6.0391 -0.224 -1.721 -1.699 0.122
H 2.6350 -1.0974 6.6988 -1.058 -0.952 -2.188 0.116
H 1.7685 -2.4728 5.6918 0.770 2.193 -0.346 0.119
H 3.1042 -1.1158 3.5408 1.035 -0.624 1.818 0.074
H 4.1022 -0.3097 4.9377 -1.019 -1.927 -0.791 0.127
H 5.0593 -2.5293 5.8276 -1.256 -0.091 -2.268 0.130
H 3.9483 -3.6150 4.7413 1.258 2.376 -0.214 0.125
H 5.7486 -3.6716 3.1386 0.181 2.706 0.666 0.121
H 6.8321 -2.5002 4.1872 -2.266 -0.007 -1.238 0.148
H 5.7817 -0.4443 2.9782 -0.332 -1.918 -0.444 0.184
H 5.5520 -3.6620 0.7685 -1.167 1.131 0.626 0.151
H 3.2897 -3.4047 -0.6405 1.572 1.672 -0.003 0.138
H 5.6935 -4.2172 -1.6462 -1.156 2.219 -0.471 0.102
H 5.8420 -2.3714 -2.2682 -1.254 -1.797 0.728 0.075
H 4.3695 -3.4560 -2.7836 1.501 0.591 1.951 0.105
H 3.8449 -0.4801 -1.5153 -0.318 -1.657 2.033 0.184
H 1.6614 -1.9436 -0.6631 1.368 1.616 1.330 0.136
H 2.3002 -1.7992 1.1094 -0.253 1.498 -2.047 0.136
H 0.3447 -0.0590 0.5127 2.301 0.284 -0.630 0.113
H 2.9705 1.8297 0.9996 -1.811 -1.208 0.551 0.073
H 2.3838 0.4801 2.2307 -0.849 1.886 -1.655 0.055
H 1.1690 1.9229 1.6749 1.813 -1.347 -0.405 0.088
H 0.5480 1.5427 -1.0001 1.457 -1.199 -0.293 0.118
H 6.7283 -1.1642 -0.6840 -0.973 2.255 0.814 0.150
H 5.9997 0.4991 -1.2742 0.074 -1.088 2.020 0.150
H 5.6257 1.9336 1.0743 2.113 -0.062 -0.452 0.108
H 7.2965 2.2428 1.9313 -0.958 -1.394 -2.097 0.139
H 8.0947 3.6056 0.1022 -1.805 -1.699 -1.008 0.120
H 8.0508 2.1286 -1.0681 -1.683 1.074 1.797 0.126
H 5.1943 2.5558 -0.9901 1.694 1.924 -0.473 0.062
H 6.2189 3.6123 -2.2356 -0.295 -0.258 2.335 0.084
H 5.6974 4.3302 -0.4783 0.621 -1.963 -1.655 0.096
C -1.3186 2.1783 -7.3113 0.046 0.189 0.154 -0.080
C -2.7436 1.7528 -7.6195 -0.016 -0.086 0.125 -0.272
O -3.5416 1.5525 -6.4534 0.056 -0.178 -0.034 -0.179
C -3.7302 2.6842 -5.6107 -0.163 0.029 -0.067 -0.279
C -4.4329 3.8425 -6.2988 0.145 0.073 -0.078 -0.074
H -0.8458 1.4742 -6.6208 -0.052 -0.019 -0.095 0.072
H -0.7265 2.2241 -8.2298 -0.074 -0.020 0.082 0.078
H -1.2866 3.1655 -6.8418 0.030 -0.030 -0.105 0.066
H -2.7163 0.7923 -8.1454 -0.177 0.059 0.229 0.117
H -3.2305 2.4619 -8.2964 0.043 0.074 0.031 0.108
H -2.7742 3.0015 -5.1784 0.022 0.059 -0.050 0.107
H -4.3529 2.3478 -4.7736 0.136 -0.192 -0.180 0.105
H -3.8215 4.2621 -7.1026 -0.048 0.052 0.088 0.065
H -4.6386 4.6451 -5.5827 -0.014 -0.097 -0.137 0.072
H -5.3757 3.5137 -6.7439 0.045 0.023 0.108 0.088
C 2.7425 -7.2582 -0.7951 -0.160 0.104 0.188 -0.077
C 3.9806 -7.8358 -0.1317 -0.013 -0.005 -0.144 -0.268
O 4.6728 -6.8991 0.6930 0.156 0.242 -0.004 -0.176
C 3.9478 -6.3674 1.7967 -0.006 -0.221 0.002 -0.297
C 3.5024 -7.4228 2.7950 -0.136 -0.150 -0.047 -0.072
H 2.9894 -6.3471 -1.3474 0.039 -0.096 -0.043 0.069
H 2.3063 -7.9838 -1.4875 0.074 0.093 0.079 0.084
H 1.9778 -6.9950 -0.0589 -0.013 -0.094 -0.084 0.069
H 4.6854 -8.1421 -0.9122 0.068 0.160 0.269 0.122
H 3.7392 -8.7386 0.4381 -0.063 0.055 0.017 0.111
H 3.0976 -5.7724 1.4437 -0.062 -0.038 0.026 0.102
H 4.6240 -5.6707 2.3059 0.083 -0.086 -0.211 0.090
H 2.7707 -8.1068 2.3559 0.010 0.109 0.084 0.073
H 3.0372 -6.9522 3.6675 0.075 -0.055 -0.118 0.079
H 4.3526 -8.0243 3.1273 -0.040 0.122 -0.003 0.088
C 2.7947 -2.3410 12.2524 -0.203 0.089 0.094 -0.081
C 3.1702 -1.9591 10.8311 -0.090 -0.124 0.017 -0.280
O 2.0922 -2.0870 9.9047 0.098 -0.049 -0.129 -0.176
C 0.9446 -1.2814 10.1505 -0.010 0.039 -0.073 -0.279
C 1.2328 0.2102 10.1204 0.127 0.090 0.200 -0.081
H 2.3613 -3.3447 12.2812 0.111 0.066 -0.035 0.084
H 3.6760 -2.3180 12.8996 -0.086 -0.005 -0.086 0.080
H 2.0532 -1.6544 12.6704 0.125 -0.019 0.025 0.068
H 3.9594 -2.6347 10.4839 -0.243 0.060 -0.155 0.116
H 3.5887 -0.9486 10.7906 -0.042 0.055 0.069 0.105
H 0.4680 -1.5737 11.0933 0.050 0.083 0.000 0.109
H 0.2265 -1.5127 9.3550 0.248 -0.165 0.075 0.114
H 1.8939 0.5076 10.9393 -0.112 0.026 -0.034 0.068
H 0.3037 0.7816 10.2178 0.127 -0.100 -0.034 0.080
H 1.7255 0.4903 9.1856 -0.088 -0.036 0.002 0.070
C -6.4732 9.2855 -7.0641 0.204 0.113 -0.075 -0.081
C -6.3554 8.1502 -6.0621 -0.005 -0.051 -0.133 -0.274
O -5.3331 7.2090 -6.3872 -0.036 -0.082 0.028 -0.179
C -4.0025 7.7116 -6.4459 -0.007 -0.057 0.054 -0.281
C -3.5139 8.2902 -5.1286 -0.102 0.210 0.089 -0.081
H -6.5988 8.8947 -8.0778 -0.058 -0.003 0.118 0.083
H -7.3293 9.9214 -6.8219 0.083 -0.086 -0.017 0.079
H -5.5781 9.9139 -7.0664 -0.114 0.025 0.039 0.066
H -7.2983 7.5928 -6.0519 0.278 -0.127 -0.018 0.119
H -6.2115 8.5324 -5.0465 0.048 0.075 -0.009 0.106
H -3.9054 8.4403 -7.2589 -0.003 0.042 0.079 0.109
H -3.3614 6.8629 -6.7117 -0.305 0.009 -0.020 0.108
H -4.0782 9.1845 -4.8496 0.110 -0.024 -0.029 0.067
H -2.4582 8.5717 -5.2023 -0.144 -0.063 -0.005 0.078
H -3.6322 7.5645 -4.3197 0.054 -0.005 -0.090 0.080
C -7.2022 -0.7155 -2.9762 -0.064 0.090 -0.211 -0.075
C -7.2822 0.2139 -1.7776 0.131 0.042 -0.075 -0.274
O -6.5870 1.4459 -1.9663 0.114 -0.078 0.128 -0.177
C -7.0394 2.2735 -3.0325 -0.043 0.096 0.034 -0.286
C -8.4816 2.7265 -2.8788 -0.177 -0.160 -0.006 -0.078
H -6.1611 -0.8854 -3.2647 -0.048 -0.002 0.080 0.061
H -7.6664 -1.6783 -2.7446 0.049 0.095 -0.004 0.081
H -7.7161 -0.2954 -3.8454 -0.014 -0.098 0.072 0.071
H -6.8119 -0.2794 -0.9200 0.065 0.268 -0.060 0.110
H -8.3219 0.4036 -1.4929 -0.036 -0.006 -0.074 0.107
H -6.8814 1.7751 -3.9959 -0.083 -0.018 0.001 0.104
H -6.3947 3.1602 -3.0325 0.049 -0.252 0.150 0.116
H -9.1756 1.8835 -2.9407 0.021 0.090 -0.070 0.068
H -8.7466 3.4353 -3.6705 0.070 -0.093 0.118 0.080
H -8.6355 3.2049 -1.9080 0.070 0.022 -0.095 0.083
```
Forces are in eV/Å.


[3]
C3H7N2O2 | ωB97M-V/def2-TZVPD

## Properties
⟨S²⟩ = 0.755
Frontier orbital gap (alpha / beta) = 10.1 / 7.5 eV
Net charge = 0
Energy relative to the best compared isomer or geometry (same formula, charge and spin) = 1.6 kcal per mole
E = -378.43469 Ha
Multiplicity = 2

```
14
Properties=species:S:1:pos:R:3:forces:R:3:mulliken_spin:R:1
O -1.9394 0.6132 1.5846 -0.160 -0.341 0.272 0.001
C -1.2174 0.6699 0.6152 -0.046 0.481 -0.387 -0.003
N -1.1781 1.7692 -0.1897 0.104 -0.055 -0.041 0.000
C -0.3459 -0.4823 0.1717 0.046 -0.078 -0.262 -0.003
N 0.5674 -0.1458 -0.9297 -1.413 -0.548 -0.188 0.018
C 1.8764 -0.7900 -0.8750 -0.465 0.882 -0.489 -0.011
O 2.0474 -1.8206 -0.0755 0.220 -0.338 0.346 0.803
H -0.4019 1.9022 -0.8165 -0.042 -0.093 0.032 0.001
H -1.7066 2.5639 0.1196 -0.011 0.124 0.052 0.000
H -0.9807 -1.3722 0.0410 -0.074 0.317 -0.518 0.004
H 0.2266 -0.8147 0.9970 0.739 0.047 1.117 -0.001
H 0.0474 -0.3354 -1.7858 0.607 -0.007 -0.018 0.001
H 2.5701 0.0408 -0.6409 0.462 -0.302 0.342 0.095
H 2.1980 -1.0714 -1.8877 0.034 -0.088 -0.260 0.095
```
Forces are in eV/Å.


[4]
C6H10HgO6 | ωB97M-V/def2-TZVPD

## Properties
⟨S²⟩ = 0.756
Frontier orbital gap (alpha / beta) = 6.6 / 3.7 eV
Net charge = -1
Energy relative to the best compared isomer or geometry (same formula, charge and spin) = 15.9 kcal per mole
E = -839.50111 Ha
Multiplicity = 2

```
23
Properties=species:S:1:pos:R:3:forces:R:3:mulliken_spin:R:1
O -2.7655 -0.6925 2.2548 0.179 -0.342 0.284 0.062
C -3.4746 -0.0332 1.4396 0.543 0.495 -0.089 0.074
O -4.4997 0.6016 1.8297 -0.791 -0.016 0.439 0.077
O -3.1871 0.0040 0.1494 0.674 0.886 -0.789 0.028
Hg -4.3537 -0.3818 4.0100 0.348 0.224 -0.843 0.756
O 0.6487 0.7453 -1.4756 0.681 -0.156 -0.157 0.000
C 1.2912 -0.3352 -1.5646 -2.639 0.632 -0.265 0.000
O 1.1233 -1.2532 -2.3784 0.858 -0.261 -0.292 0.000
O 2.1116 -0.5411 -0.4841 1.604 0.027 0.871 0.000
C 3.1990 -1.4437 -0.6291 -0.618 -0.119 -0.311 0.000
C 4.1502 -1.2362 0.5278 0.199 0.016 0.165 0.000
H 3.7054 -1.2639 -1.5892 -0.097 -0.106 0.155 0.000
H 2.8199 -2.4760 -0.6432 0.101 0.125 -0.058 0.000
H 4.6732 -0.2746 0.4390 -0.156 -0.181 0.085 0.000
H 4.8993 -2.0400 0.5359 -0.074 0.167 0.022 0.000
H 3.6135 -1.2569 1.4858 0.090 0.014 -0.238 0.000
C -1.8932 0.7741 -0.4514 -1.974 -0.419 1.105 0.001
H -1.9376 0.3287 -1.4553 1.043 -0.314 0.974 0.001
H -1.1579 0.6057 0.3466 0.211 -0.658 -1.270 -0.001
C -2.1770 2.2619 -0.5648 -0.352 0.269 0.190 0.001
H -1.5722 2.8288 0.1572 -0.194 -0.083 -0.317 0.000
H -1.9779 2.6254 -1.5816 0.157 -0.149 0.331 0.000
H -3.2391 2.4528 -0.3588 0.206 -0.051 0.006 0.000
```
Forces are in eV/Å.